[1]
{"formula": "C2H3BrOS", "method": "ωB97M-V/def2-TZVPD", "elements": ["O", "C", "C", "S", "Br", "H", "H", "H"], "positions_angstrom": [[-0.41, 0.86, -1.10], [0.54, -0.04, -0.36], [-0.27, -0.40, 0.96], [-1.09, -1.69, 1.17], [-0.11, 1.21, 2.16], [-0.75, 0.48, -1.88], [0.73, -1.04, -0.90], [1.36, 0.61, -0.05]], "lowdin_charge": [-0.107, -0.305, -1.197, 0.761, 0.588, 0.054, 0.131, 0.075], "smiles": "OCC(=S)Br", "mol_weight_g_mol": 155.02, "total_charge": 0, "de_lowest_kcal_mol": 27.22, "e_lumo_ev": -0.585, "homo_lumo_gap_ha": 0.3219, "homo_energy_ev": -9.34, "multiplicity": 1}

[2]
{"formula": "C22H36IO10S", "method": "ωB97M-V/def2-TZVPD", "elements": ["C", "C", "O", "O", "C", "C", "C", "C", "C", "C", "C", "C", "O", "I", "C", "O", "C", "C", "C", "C", "C", "C", "O", "S", "O", "O", "C", "C", "C", "C", "O", "C", "O", "O", "H", "H", "H", "H", "H", "H", "H", "H", "H", "H", "H", "H", "H", "H", "H", "H", "H", "H", "H", "H", "H", "H", "H", "H", "H", "H", "H", "H", "H", "H", "H", "H", "H", "H", "H", "H"], "positions_angstrom": [[3.93, 0.72, -3.64], [2.82, 1.52, -4.56], [2.19, 0.81, -5.50], [2.53, 2.95, -4.30], [1.77, 3.08, -3.02], [0.20, 3.35, -3.42], [-0.89, 2.39, -2.64], [-0.48, 0.77, -2.67], [-0.04, 0.22, -1.15], [-1.22, -0.75, -0.47], [-2.57, 0.17, -0.53], [-3.80, -0.25, 0.44], [-3.80, 0.12, 1.75], [-5.62, -1.37, -0.17], [-0.79, -0.89, 1.14], [-0.51, 0.42, 1.79], [-0.46, 0.23, 3.28], [0.93, 0.88, 3.85], [1.42, 2.14, 2.88], [0.93, 1.25, 5.45], [1.31, -0.10, 6.36], [-0.46, 1.92, 6.00], [0.49, -1.66, 1.27], [-0.01, -3.29, 1.22], [1.14, -4.29, 0.89], [-0.54, -3.74, 2.64], [-1.46, -3.38, 0.01], [-1.34, -2.23, -1.20], [0.03, -2.71, -1.99], [0.06, -2.42, -3.60], [0.03, -3.72, -4.36], [-2.70, -2.47, -2.09], [-3.47, -3.56, -1.84], [-3.19, -1.66, -3.22], [4.62, 1.52, -3.14], [4.50, -0.03, -4.34], [3.40, 0.10, -2.77], [1.93, 2.16, -2.31], [2.14, 4.04, -2.44], [-0.09, 4.47, -3.15], [0.11, 3.26, -4.60], [-1.91, 2.50, -3.25], [-1.14, 2.77, -1.55], [-1.41, 0.22, -3.11], [0.40, 0.68, -3.44], [0.07, 1.26, -0.56], [1.02, -0.26, -1.12], [-2.22, 1.26, -0.15], [-3.01, 0.36, -1.60], [-1.66, -1.34, 1.81], [-0.46, -0.91, 3.58], [-1.44, 0.72, 3.69], [1.77, 0.05, 3.70], [2.07, 1.64, 2.02], [0.53, 2.73, 2.40], [2.16, 2.88, 3.43], [1.79, 2.01, 5.65], [0.37, -0.70, 6.71], [2.10, -0.80, 5.82], [1.85, 0.32, 7.34], [-1.24, 1.09, 6.32], [-0.32, 2.61, 6.95], [-0.95, 2.49, 5.09], [-2.44, -3.27, 0.64], [-1.46, -4.47, -0.42], [0.04, -3.91, -1.91], [1.03, -2.40, -1.41], [-0.72, -1.66, -4.00], [1.14, -1.96, -3.84], [0.99, -3.90, -4.63]], "lowdin_charge": [-0.030, -0.304, -0.027, -0.132, -0.170, -0.172, -0.200, -0.163, -0.108, -0.212, -0.112, -0.620, -0.172, 0.806, -0.284, -0.163, -0.125, -0.278, -0.096, -0.356, -0.115, -0.119, -0.226, 0.836, -0.378, -0.397, -0.158, -0.223, -0.101, -0.209, -0.147, -0.405, -0.183, -0.243, 0.093, 0.101, 0.097, 0.121, 0.133, 0.112, 0.134, 0.121, 0.104, 0.092, 0.093, 0.117, 0.106, 0.138, 0.122, 0.160, 0.145, 0.133, 0.140, 0.087, 0.082, 0.078, 0.122, 0.078, 0.084, 0.079, 0.086, 0.080, 0.085, 0.130, 0.141, 0.136, 0.121, 0.111, 0.119, 0.105], "smiles": "CC(=O)OCCCCC[C@]1(CC(=O)I)[C@H](OC[C@@H](C)C(C)C)OS(=O)(=O)C[C@@]1(CCO)C(=O)[O-]", "mol_weight_g_mol": 619.49, "total_charge": -1, "e_lumo_ev": 2.157, "homo_lumo_gap_ha": 0.2709, "homo_energy_ev": -5.21, "multiplicity": 1}

[3]
{"formula": "C26H76N6O9", "method": "ωB97M-V/def2-TZVPD", "elements": ["C", "O", "C", "C", "C", "N", "H", "H", "H", "H", "H", "H", "H", "H", "H", "H", "H", "C", "O", "C", "C", "C", "N", "H", "H", "H", "H", "H", "H", "H", "H", "H", "H", "H", "C", "O", "C", "C", "C", "N", "H", "H", "H", "H", "H", "H", "H", "H", "H", "H", "H", "C", "O", "C", "C", "C", "N", "H", "H", "H", "H", "H", "H", "H", "H", "H", "H", "H", "C", "O", "C", "C", "C", "N", "H", "H", "H", "H", "H", "H", "H", "H", "H", "H", "H", "C", "O", "C", "C", "C", "N", "H", "H", "H", "H", "H", "H", "H", "H", "H", "H", "H", "C", "C", "O", "H", "H", "H", "H", "H", "H", "O", "H", "H", "O", "H", "H"], "positions_angstrom": [[-2.42, -1.38, 2.44], [-2.31, -0.58, 1.35], [-1.10, -0.59, 0.60], [-0.99, 0.59, -0.39], [0.25, 0.73, -1.19], [-1.03, 1.76, 0.49], [-1.59, -1.15, 3.10], [-2.40, -2.39, 2.05], [-3.26, -1.25, 3.12], [-0.28, -0.57, 1.31], [-0.99, -1.51, 0.02], [-1.85, 0.70, -1.06], [0.36, -0.25, -1.66], [1.14, 0.82, -0.57], [0.28, 1.63, -1.80], [-0.29, 1.60, 1.16], [-1.82, 1.63, 1.11], [5.45, 0.35, -5.12], [5.56, 1.62, -4.43], [6.91, 2.19, -4.33], [7.74, 1.24, -3.53], [7.33, 1.10, -2.11], [9.15, 1.78, -3.37], [4.47, 0.28, -5.59], [5.57, -0.35, -4.29], [6.30, 0.27, -5.79], [7.26, 2.29, -5.36], [6.77, 3.19, -3.91], [7.95, 0.29, -4.02], [7.95, 0.37, -1.58], [6.33, 0.75, -1.89], [7.30, 2.12, -1.71], [9.34, 2.53, -2.73], [9.59, 1.01, -2.88], [-4.30, -6.98, 0.14], [-4.99, -7.51, -1.00], [-4.13, -7.85, -2.11], [-4.45, -6.97, -3.28], [-4.20, -5.46, -3.04], [-5.84, -7.05, -3.74], [-3.40, -6.44, -0.17], [-4.00, -7.79, 0.80], [-5.00, -6.29, 0.62], [-3.07, -7.89, -1.89], [-4.58, -8.84, -2.24], [-3.80, -7.13, -4.15], [-4.75, -4.73, -3.64], [-3.15, -5.19, -3.03], [-4.40, -5.16, -2.01], [-5.98, -7.97, -4.15], [-6.37, -6.87, -2.90], [-3.84, 2.48, 8.74], [-5.21, 2.11, 8.47], [-5.83, 2.82, 7.37], [-7.28, 2.25, 7.16], [-7.39, 0.70, 6.86], [-7.93, 2.92, 6.06], [-3.08, 2.28, 7.98], [-3.46, 1.74, 9.44], [-3.69, 3.47, 9.15], [-5.84, 3.91, 7.33], [-5.25, 2.51, 6.50], [-7.85, 2.46, 8.06], [-6.91, 0.21, 7.71], [-6.84, 0.39, 5.97], [-8.42, 0.34, 6.75], [-7.43, 2.79, 5.20], [-8.85, 2.51, 5.95], [5.11, 1.49, 10.07], [4.14, 1.35, 9.02], [4.79, 1.45, 7.76], [3.68, 0.88, 6.82], [3.26, -0.60, 7.11], [4.01, 0.96, 5.38], [5.78, 2.35, 10.05], [5.75, 0.62, 10.24], [4.45, 1.58, 10.93], [5.05, 2.49, 7.53], [5.72, 0.88, 7.74], [2.79, 1.48, 7.02], [4.12, -1.27, 7.15], [2.46, -0.91, 6.45], [2.87, -0.57, 8.13], [4.86, 0.46, 5.16], [4.27, 1.92, 5.18], [-0.81, 3.77, -7.74], [-0.38, 5.02, -8.21], [0.80, 5.00, -8.98], [0.70, 4.22, -10.34], [2.01, 4.44, -11.19], [-0.42, 4.73, -11.02], [-1.34, 3.17, -8.48], [-1.50, 3.89, -6.90], [0.03, 3.16, -7.41], [1.23, 6.00, -9.00], [1.55, 4.50, -8.37], [0.56, 3.16, -10.15], [2.30, 3.66, -11.90], [2.84, 4.32, -10.49], [2.10, 5.44, -11.61], [-1.28, 4.52, -10.53], [-0.35, 5.72, -11.18], [1.76, -6.45, -0.92], [3.21, -6.16, -1.11], [3.29, -4.80, -1.29], [1.21, -6.15, -1.81], [1.32, -5.66, -0.32], [1.36, -7.32, -0.40], [3.53, -6.79, -1.94], [3.68, -6.42, -0.16], [4.23, -4.68, -1.15], [-3.72, 6.59, 0.84], [-3.15, 6.98, 0.18], [-3.54, 5.65, 0.78], [-5.38, 2.03, 1.11], [-5.27, 1.99, 0.16], [-4.82, 1.32, 1.45]], "lowdin_charge": [-0.137, -0.206, -0.185, -0.435, -0.075, 0.023, 0.088, 0.092, 0.091, 0.125, 0.122, 0.140, 0.081, 0.080, 0.089, 0.064, 0.051, -0.088, -0.231, -0.164, -0.435, -0.088, 0.013, 0.087, 0.079, 0.084, 0.120, 0.131, 0.135, 0.083, 0.074, 0.089, 0.061, 0.051, -0.095, -0.219, -0.194, -0.421, -0.067, 0.033, 0.076, 0.082, 0.087, 0.125, 0.124, 0.131, 0.076, 0.068, 0.056, 0.067, 0.069, -0.110, -0.192, -0.172, -0.407, -0.062, 0.009, 0.078, 0.079, 0.084, 0.121, 0.113, 0.130, 0.061, 0.068, 0.067, 0.069, 0.065, -0.111, -0.200, -0.200, -0.404, -0.058, 0.019, 0.084, 0.084, 0.087, 0.119, 0.119, 0.133, 0.074, 0.074, 0.064, 0.061, 0.056, -0.121, -0.188, -0.215, -0.429, -0.049, 0.025, 0.079, 0.089, 0.087, 0.128, 0.107, 0.131, 0.068, 0.062, 0.073, 0.069, 0.082, -0.112, -0.381, -0.052, 0.076, 0.070, 0.079, 0.114, 0.116, 0.089, -0.055, 0.027, 0.026, -0.050, 0.030, 0.014], "smiles": "COC[C@H](C)N.COC[C@H](C)N.COC[C@H](C)N.COC[C@H](C)N.COC[C@H](C)N.COC[C@H](C)N.CCO.O.O", "mol_weight_g_mol": 616.93, "total_charge": 0, "de_lowest_kcal_mol": 86.77, "e_lumo_ev": 0.246, "homo_lumo_gap_ha": 0.3322, "homo_energy_ev": -8.79, "multiplicity": 1}

[4]
{"formula": "C4H8NS", "method": "ωB97M-V/def2-TZVPD", "elements": ["N", "C", "C", "C", "C", "S", "H", "H", "H", "H", "H", "H", "H", "H"], "positions_angstrom": [[0.23, 1.42, 1.25], [0.48, 1.07, -0.16], [-0.22, -0.27, -0.40], [-0.20, -1.21, -1.38], [-1.22, -2.13, -0.93], [-1.50, -1.06, 0.68], [-0.81, 1.73, 1.21], [0.81, 2.25, 1.42], [0.27, 0.61, 1.94], [0.02, 1.77, -0.77], [1.54, 0.96, -0.06], [0.27, -1.15, -2.27], [-2.16, -2.22, -1.52], [-1.00, -3.18, -0.66]], "lowdin_charge": [0.134, -0.131, -0.464, -0.163, -0.331, 0.846, 0.194, 0.181, 0.179, 0.125, 0.136, 0.084, 0.107, 0.103], "smiles": "[NH3+]CC1=CCS1", "mol_weight_g_mol": 102.18, "total_charge": 1, "de_lowest_kcal_mol": 31.26, "e_lumo_ev": -3.929, "homo_lumo_gap_ha": 0.3185, "homo_energy_ev": -12.60, "multiplicity": 1}

[5]
{"formula": "C44H88O19", "method": "ωB97M-V/def2-TZVPD", "elements": ["C", "C", "O", "C", "O", "O", "C", "H", "H", "H", "H", "H", "H", "H", "H", "C", "C", "O", "C", "O", "O", "C", "H", "H", "H", "H", "H", "H", "H", "H", "C", "C", "O", "C", "O", "O", "C", "H", "H", "H", "H", "H", "H", "H", "H", "C", "C", "O", "C", "O", "O", "C", "H", "H", "H", "H", "H", "H", "H", "H", "C", "C", "C", "O", "C", "H", "H", "H", "H", "H", "H", "H", "H", "C", "C", "C", "O", "C", "H", "H", "H", "H", "H", "H", "H", "H", "C", "C", "C", "O", "C", "H", "H", "H", "H", "H", "H", "H", "H", "C", "C", "C", "O", "C", "H", "H", "H", "H", "H", "H", "H", "H", "C", "C", "C", "O", "C", "H", "H", "H", "H", "H", "H", "H", "H", "C", "C", "C", "O", "C", "H", "H", "H", "H", "H", "H", "H", "H", "C", "C", "C", "O", "C", "H", "H", "H", "H", "H", "H", "H", "H"], "positions_angstrom": [[-10.85, -1.56, -3.20], [-10.41, -0.35, -2.31], [-9.04, -0.21, -2.45], [-8.44, 0.94, -1.89], [-8.99, 1.61, -0.94], [-7.21, 1.11, -2.52], [-6.41, 2.24, -2.14], [-10.20, -2.41, -2.99], [-10.66, -1.25, -4.23], [-11.90, -1.84, -3.12], [-10.54, -0.63, -1.26], [-10.89, 0.62, -2.33], [-6.63, 3.11, -2.76], [-5.38, 1.89, -2.21], [-6.43, 2.55, -1.10], [4.65, 1.38, 7.84], [3.57, 1.79, 8.91], [2.54, 0.84, 8.86], [2.72, -0.23, 9.58], [3.78, -0.62, 10.11], [1.54, -0.84, 9.60], [1.48, -2.02, 10.40], [4.28, 1.54, 6.83], [4.99, 0.35, 7.96], [5.52, 1.99, 8.04], [3.10, 2.76, 8.76], [3.94, 1.97, 9.92], [1.93, -1.78, 11.37], [2.16, -2.79, 10.04], [0.55, -2.58, 10.36], [-3.48, -2.89, 4.22], [-4.49, -3.90, 4.77], [-4.22, -4.34, 6.13], [-3.52, -5.54, 6.28], [-2.85, -6.14, 5.43], [-3.70, -5.91, 7.54], [-3.04, -7.12, 7.97], [-2.48, -3.07, 4.62], [-3.63, -1.83, 4.36], [-3.42, -2.99, 3.14], [-4.58, -4.73, 4.08], [-5.49, -3.48, 4.73], [-2.74, -7.77, 7.15], [-3.56, -7.71, 8.72], [-2.10, -6.87, 8.47], [-0.45, 4.19, 2.29], [0.93, 3.57, 1.95], [0.90, 2.96, 0.68], [1.42, 1.80, 0.46], [2.26, 1.17, 1.20], [1.02, 1.47, -0.79], [1.29, 0.13, -1.38], [-1.15, 3.36, 2.39], [-0.86, 4.91, 1.58], [-0.48, 4.75, 3.23], [1.35, 2.91, 2.70], [1.64, 4.40, 1.84], [0.54, -0.55, -1.00], [2.34, -0.10, -1.20], [0.91, 0.31, -2.38], [-1.45, -8.15, -1.57], [-0.84, -8.47, -2.87], [-0.15, -9.77, -2.50], [-1.18, -10.42, -1.67], [-1.97, -9.55, -0.90], [-2.32, -7.51, -1.68], [-0.76, -7.71, -0.85], [-0.09, -7.71, -3.08], [-1.55, -8.70, -3.67], [0.80, -9.73, -1.96], [0.05, -10.28, -3.45], [-1.58, -9.75, 0.10], [-3.04, -9.76, -0.87], [7.95, 2.58, -3.55], [7.61, 2.32, -5.05], [8.70, 3.09, -5.88], [9.85, 3.18, -4.99], [9.37, 3.23, -3.60], [7.87, 1.77, -2.83], [7.17, 3.31, -3.32], [6.60, 2.48, -5.43], [7.75, 1.25, -5.21], [8.41, 4.11, -6.14], [8.95, 2.65, -6.84], [9.34, 4.26, -3.24], [10.00, 2.60, -2.97], [6.93, -8.46, -5.70], [6.54, -7.15, -6.41], [6.02, -7.61, -7.71], [6.56, -8.91, -7.93], [6.82, -9.57, -6.68], [6.23, -8.62, -4.88], [7.98, -8.47, -5.40], [7.39, -6.47, -6.47], [5.78, -6.66, -5.80], [6.35, -6.93, -8.50], [4.96, -7.77, -7.51], [7.67, -10.23, -6.81], [5.94, -10.12, -6.34], [4.35, -5.36, 3.91], [4.63, -6.16, 2.68], [3.98, -7.39, 3.21], [4.40, -7.59, 4.62], [4.64, -6.29, 5.15], [3.30, -5.07, 3.94], [4.96, -4.47, 3.78], [5.67, -6.44, 2.58], [4.21, -5.84, 1.73], [4.17, -8.28, 2.61], [2.89, -7.43, 3.28], [5.60, -6.21, 5.65], [3.85, -6.11, 5.88], [-4.49, -1.85, -8.22], [-4.58, -0.34, -7.95], [-4.15, 0.32, -9.28], [-4.82, -0.57, -10.22], [-4.90, -1.92, -9.73], [-5.16, -2.47, -7.61], [-3.49, -2.26, -8.08], [-3.85, -0.04, -7.20], [-5.55, -0.04, -7.57], [-3.10, 0.33, -9.56], [-4.53, 1.32, -9.53], [-4.25, -2.68, -10.15], [-5.94, -2.20, -9.94], [2.98, 11.04, -0.50], [2.49, 10.86, -1.89], [1.14, 10.20, -1.58], [0.68, 10.90, -0.43], [1.78, 11.46, 0.26], [3.84, 11.70, -0.42], [3.22, 10.08, -0.03], [3.14, 10.21, -2.48], [2.40, 11.82, -2.39], [1.30, 9.15, -1.33], [0.37, 10.28, -2.35], [1.71, 11.06, 1.28], [1.79, 12.55, 0.32], [-5.16, 14.04, 3.38], [-5.50, 12.98, 4.44], [-6.36, 12.07, 3.61], [-7.12, 12.91, 2.75], [-6.45, 14.13, 2.53], [-4.22, 13.78, 2.89], [-4.91, 14.99, 3.86], [-6.04, 13.31, 5.33], [-4.58, 12.54, 4.82], [-7.05, 11.50, 4.23], [-5.65, 11.44, 3.08], [-7.19, 14.77, 3.00], [-6.18, 14.32, 1.49]], "lowdin_charge": [-0.042, -0.263, -0.024, -0.390, 0.060, -0.022, -0.055, 0.075, 0.070, 0.073, 0.115, 0.124, 0.097, 0.091, 0.091, -0.039, -0.202, 0.042, -0.595, 0.083, 0.015, -0.043, 0.073, 0.072, 0.070, 0.119, 0.122, 0.098, 0.089, 0.096, -0.070, -0.209, 0.007, -0.519, 0.085, 0.010, -0.031, 0.079, 0.069, 0.073, 0.116, 0.118, 0.090, 0.092, 0.091, -0.053, -0.195, 0.040, -0.543, 0.045, -0.039, 0.005, 0.073, 0.074, 0.073, 0.124, 0.121, 0.089, 0.096, 0.089, -0.173, -0.199, -0.177, -0.182, -0.154, 0.099, 0.108, 0.117, 0.123, 0.116, 0.112, 0.104, 0.106, -0.156, -0.159, -0.182, -0.165, -0.161, 0.102, 0.094, 0.101, 0.095, 0.104, 0.110, 0.108, 0.108, -0.175, -0.185, -0.209, -0.143, -0.211, 0.109, 0.111, 0.110, 0.109, 0.128, 0.123, 0.123, 0.110, -0.185, -0.184, -0.222, -0.147, -0.180, 0.114, 0.107, 0.124, 0.124, 0.113, 0.117, 0.112, 0.107, -0.158, -0.167, -0.163, -0.176, -0.193, 0.104, 0.102, 0.099, 0.111, 0.111, 0.114, 0.103, 0.112, -0.212, -0.173, -0.197, -0.136, -0.225, 0.121, 0.118, 0.115, 0.119, 0.115, 0.120, 0.119, 0.116, -0.163, -0.185, -0.224, -0.143, -0.193, 0.107, 0.103, 0.110, 0.110, 0.122, 0.117, 0.122, 0.116], "smiles": "CCOC(=O)OC.CCOC(=O)OC.CCOC(=O)OC.CCOC(=O)OC.C1CCOC1.C1CCOC1.C1CCOC1.C1CCOC1.C1CCOC1.C1CCOC1.C1CCOC1", "mol_weight_g_mol": 921.17, "total_charge": 0, "de_lowest_kcal_mol": 124.61, "e_lumo_ev": 0.182, "homo_lumo_gap_ha": 0.3542, "homo_energy_ev": -9.46, "multiplicity": 1}